# 1
Entry from the Open Molecules 2025 dataset: 6 unconnected molecules or ions with the total composition C13H39O6 in a non-equilibrium geometry (ωB97M-V/def2-TZVPD).

Results
**ΔE to the lowest compared entry with this formula, charge and spin**: 14.88 kcal/mol
**Calculated total energy**: -969.87428 Ha
**Gap between HOMO and LUMO**: 10.97 eV

Geometry as ORCA input:
```
! wB97M-V def2-TZVPD RIJCOSX def2/J DEFGRID3
* xyz 1 1
O -4.419 5.190 2.631
H -4.591 4.864 3.517
H -5.071 4.742 2.087
H -3.532 4.953 2.350
C -1.118 5.459 4.201
C -0.689 5.364 2.690
C 0.434 4.384 2.420
O -1.791 4.978 1.940
H -0.313 5.407 4.934
H -1.674 4.584 4.537
H -1.757 6.310 4.440
H -0.321 6.316 2.308
H 0.726 4.397 1.370
H 0.137 3.361 2.650
H 1.251 4.724 3.057
H -1.594 5.054 1.004
C -7.809 3.534 3.030
C -7.520 3.267 1.568
C -8.827 3.557 0.878
O -6.524 4.221 1.203
H -6.851 3.410 3.534
H -8.463 2.782 3.472
H -8.204 4.529 3.235
H -7.128 2.251 1.504
H -8.783 3.475 -0.208
H -9.231 4.551 1.070
H -9.509 2.778 1.219
H -6.955 4.954 0.759
C -6.303 3.959 6.715
C -5.760 5.013 5.781
C -5.518 6.305 6.536
O -4.559 4.599 5.264
H -7.272 4.188 7.157
H -5.667 3.857 7.594
H -6.484 3.021 6.190
H -6.482 5.129 4.972
H -5.138 7.086 5.878
H -4.803 6.098 7.332
H -6.448 6.766 6.870
H -4.016 4.278 5.988
C -3.189 4.044 -1.020
C -2.796 5.502 -1.361
C -3.905 6.537 -0.990
O -1.579 5.824 -0.733
H -4.088 3.797 -1.584
H -3.447 3.848 0.020
H -2.471 3.313 -1.394
H -2.586 5.516 -2.431
H -4.118 6.565 0.079
H -4.791 6.177 -1.513
H -3.706 7.561 -1.307
H -1.178 6.490 -1.296
C -3.801 1.936 3.955
O -4.152 2.377 2.650
H -4.738 1.861 4.507
H -3.256 0.998 3.844
H -3.226 2.688 4.496
H -4.367 1.655 2.055
*
```


# 2
Entry from the Open Molecules 2025 dataset: a molecular structure, C43H66OP3S3SiTi (ωB97M-V/def2-TZVPD).

Results
**ΔE to the lowest compared entry with this formula, charge and spin**: 24.38 kcal/mol
**Calculated total energy**: -5110.14593 Ha
**Gap between HOMO and LUMO**: 7.29 eV

Geometry as ORCA input:
```
! wB97M-V def2-TZVPD RIJCOSX def2/J DEFGRID3
* xyz 3 1
Ti -0.954 0.564 0.042
C 0.519 -0.348 3.825
C 0.636 1.134 3.496
C 1.574 1.810 4.501
P 1.082 1.384 1.710
C 1.648 3.157 1.703
C 2.335 3.631 0.431
C 0.605 4.154 2.189
C 2.663 0.490 1.472
C 3.825 1.054 2.006
C 5.056 0.429 1.887
C 5.151 -0.782 1.227
C 4.006 -1.355 0.696
C 2.751 -0.747 0.814
Si 1.310 -1.720 0.149
C 0.515 -2.718 1.496
C 1.433 -3.596 2.089
C 1.029 -4.565 2.992
C -0.314 -4.687 3.310
C -1.227 -3.793 2.778
C -0.816 -2.792 1.895
P -2.045 -1.552 1.397
C -2.914 -1.285 3.053
C -4.319 -1.883 3.166
C -2.906 0.122 3.639
C -3.114 -2.544 0.258
C -2.284 -3.345 -0.740
C -4.191 -1.731 -0.437
C 1.937 -2.867 -1.171
C 2.271 -4.213 -1.034
C 2.854 -4.909 -2.079
C 3.115 -4.269 -3.280
C 2.766 -2.940 -3.449
C 2.164 -2.241 -2.400
P 1.506 -0.563 -2.565
C 2.797 0.718 -2.453
C 2.280 2.063 -2.945
C 4.116 0.324 -3.123
C 0.559 -0.606 -4.142
C -0.639 0.311 -4.275
C 1.440 -0.401 -5.390
H 0.145 -0.467 4.840
H 1.491 -0.837 3.767
H -0.160 -0.886 3.154
H -0.357 1.599 3.588
H 2.597 1.449 4.401
H 1.244 1.548 5.504
H 1.574 2.895 4.446
H 2.409 3.124 2.489
H 1.631 3.769 -0.384
H 3.120 2.951 0.106
H 2.801 4.596 0.624
H -0.112 4.390 1.411
H 1.102 5.090 2.444
H 0.077 3.821 3.081
H 3.800 2.001 2.521
H 5.934 0.895 2.308
H 6.104 -1.278 1.127
H 4.101 -2.295 0.175
H 2.484 -3.522 1.856
H 1.755 -5.224 3.441
H -0.649 -5.458 3.989
H -2.261 -3.876 3.080
H -2.250 -1.879 3.695
H -5.033 -1.383 2.517
H -4.667 -1.735 4.187
H -4.362 -2.950 2.969
H -3.769 0.702 3.322
H -2.004 0.689 3.389
H -2.949 0.034 4.723
H -3.595 -3.258 0.939
H -1.742 -2.701 -1.433
H -2.963 -3.960 -1.329
H -1.578 -4.011 -0.248
H -3.754 -0.952 -1.074
H -4.878 -1.281 0.273
H -4.779 -2.382 -1.083
H 2.073 -4.735 -0.111
H 3.107 -5.951 -1.960
H 3.574 -4.807 -4.094
H 2.953 -2.487 -4.402
H 2.972 0.782 -1.365
H 2.127 2.066 -4.023
H 3.015 2.833 -2.717
H 1.350 2.348 -2.452
H 4.035 0.310 -4.205
H 4.483 -0.643 -2.782
H 4.866 1.070 -2.866
H 0.199 -1.646 -4.123
H -0.310 1.319 -4.512
H -1.274 0.311 -3.388
H -1.236 -0.034 -5.118
H 1.607 0.659 -5.570
H 0.898 -0.794 -6.249
H 2.405 -0.885 -5.369
C -1.279 3.334 -2.738
C -2.645 2.879 -3.243
S -3.388 1.438 -2.444
C -4.732 2.171 -1.482
C -4.746 1.763 -0.023
S -3.203 1.814 0.923
C -2.812 3.565 0.997
C -2.230 4.135 -0.279
S -0.902 3.115 -0.990
H -1.154 4.404 -2.926
H -0.468 2.838 -3.261
H -2.537 2.641 -4.302
H -3.365 3.697 -3.201
H -5.682 1.844 -1.913
H -4.704 3.252 -1.586
H -5.102 0.743 0.095
H -5.436 2.397 0.540
H -2.118 3.668 1.835
H -3.724 4.100 1.277
H -1.814 5.128 -0.087
H -2.994 4.244 -1.042
O -0.958 -0.536 -1.331
C 0.420 -0.460 -1.065
*
```


# 3
Entry from the Open Molecules 2025 dataset: 3 unconnected molecules or ions with the total composition C3H11NOS2 in a non-equilibrium geometry (ωB97M-V/def2-TZVPD).

Results
**ΔE to the lowest compared entry with this formula, charge and spin**: 114.27 kcal/mol
**Calculated total energy**: -1047.08527 Ha
**Gap between HOMO and LUMO**: 4.10 eV

Geometry as ORCA input:
```
! wB97M-V def2-TZVPD RIJCOSX def2/J DEFGRID3
* xyz 0 1
N 2.220 -0.780 -0.093
C 0.854 -1.141 -0.080
C 0.056 -1.066 -1.333
C 0.035 -0.427 1.006
S 0.808 -0.141 2.513
S -2.523 0.699 -0.505
H 2.904 -1.224 -0.683
H 2.601 -0.417 0.763
H 0.800 -2.189 0.208
H -0.963 -1.210 -1.090
H 0.078 -0.072 -1.807
H 0.379 -1.682 -2.168
H -0.382 0.532 0.569
H -0.861 -1.018 1.141
H -3.128 1.339 -1.517
H -1.039 3.174 1.769
H -1.190 2.484 0.417
O -0.649 3.140 0.891
*
```